132
Properties=species:S:1:pos:R:3:forces:R:3 method="wB97M-V/def2-TZVPD" energy_ha=-8782.903133 total_charge=0 e_lumo_ev=-5.5199
C 2.422059 2.048734 2.242960 -0.21 -0.49 0.62
O 1.325155 2.847051 1.804974 1.55 0.06 -0.29
C 1.639725 3.620554 0.639877 -1.47 0.82 -0.65
C 0.787688 4.962983 0.735676 -0.13 -0.36 -0.14
C -0.458945 4.924067 -0.235638 0.84 0.09 -0.12
C -1.411099 3.693030 0.049636 -0.16 0.62 -0.10
C -2.781108 4.119950 0.749083 0.97 0.66 -0.10
C -2.838514 3.699834 2.265815 -0.48 -0.93 -1.21
C -4.214544 3.121634 2.752655 0.97 0.44 1.01
C -4.552795 1.657946 2.231200 -1.05 2.11 0.11
P -3.072547 0.486852 2.366936 0.81 -2.48 -0.23
O -2.077358 0.799787 1.045355 -0.97 0.64 1.82
O -2.232211 0.897129 3.803816 -1.28 0.60 -1.70
N -5.176572 1.861515 0.873636 -0.86 -0.05 1.31
C -6.445836 2.138357 0.934624 -0.16 0.30 -0.09
C -7.360533 2.415890 -0.293496 0.67 0.52 0.84
C -8.391833 3.597125 -0.034068 0.04 -0.73 -0.76
F -8.334373 4.418828 -1.182215 0.03 -0.29 0.86
C -6.965859 2.064529 2.433217 0.56 -0.31 -2.20
P -8.760431 1.608996 2.777719 -1.05 -0.81 1.32
N -9.563677 3.187113 2.861336 0.81 -0.63 -0.29
O -9.470446 0.846090 1.437786 0.82 1.20 0.37
C -5.829663 1.094403 2.971627 -0.36 0.48 2.88
C -6.090159 -0.454467 3.017426 -0.52 0.07 -0.93
C -5.876599 -1.214060 1.647520 -0.11 -1.25 0.47
C -7.188760 -1.811003 1.014210 0.31 -0.13 -1.42
S -7.635152 -3.433206 1.829200 -0.29 0.23 -0.14
H 3.420234 2.527678 2.029305 -0.85 -0.35 0.13
H 2.388443 1.028519 1.776582 0.22 0.78 0.26
H 2.312406 1.921602 3.355011 0.17 0.08 -1.03
H 2.733511 3.835254 0.514503 -0.81 -0.15 0.51
H 1.288058 3.071202 -0.287806 0.48 0.32 0.83
H 1.478872 5.821046 0.525886 -0.81 -0.62 0.26
H 0.389464 5.051684 1.786675 0.72 -0.04 -0.91
H -0.041556 4.870823 -1.283640 -0.54 -0.08 0.91
H -1.010110 5.905926 -0.195757 0.45 -0.96 0.09
H -1.604541 3.198544 -0.942746 -0.14 0.22 1.21
H -0.915168 2.971864 0.744917 -0.21 0.49 -0.88
H -2.797577 5.250232 0.706329 -0.26 -1.07 0.03
H -3.648626 3.779136 0.129538 0.57 0.08 0.70
H -2.671412 4.698969 2.883778 -0.07 -0.60 -0.28
H -1.958953 3.051997 2.546139 -0.93 0.70 -0.15
H -5.000410 3.888934 2.517413 0.55 -0.90 0.02
H -4.173941 3.070385 3.880584 -0.05 0.08 -0.99
H -1.774331 -0.072332 0.756194 -0.07 0.20 -0.07
H -2.829180 1.356404 4.417542 0.34 0.09 -0.04
H -4.547630 1.790364 -0.003681 -0.36 0.06 -1.14
H -7.911277 1.462290 -0.507013 0.58 0.82 0.05
H -6.708172 2.732907 -1.149602 -0.56 -0.60 0.64
H -8.149142 4.208098 0.867605 -0.26 -0.41 -0.81
H -9.437705 3.196957 -0.001586 0.99 0.48 0.30
H -6.866549 3.035290 2.997886 0.02 -0.72 -0.90
H -10.452578 3.098738 3.354703 0.27 -0.19 -0.18
H -9.010236 3.846353 3.411453 -0.04 -0.10 -0.28
H -10.148618 0.244497 1.778801 0.29 0.10 0.01
H -5.791682 1.382933 4.066180 0.38 -0.34 -0.99
H -7.166999 -0.610496 3.312757 0.99 0.26 -0.12
H -5.483456 -0.914840 3.839150 -0.36 0.52 -0.86
H -5.216231 -2.101452 1.876333 -0.50 0.93 -0.39
H -5.340502 -0.633839 0.858897 -0.52 -0.30 0.70
H -8.045792 -1.095943 0.968869 0.69 -0.60 0.39
H -6.959985 -2.084210 -0.054041 -0.21 0.36 1.05
H -8.539892 -4.023199 0.962390 0.70 0.91 0.40
Cl -4.030480 1.656469 -1.736156 -0.01 -0.08 0.05
C 4.037720 4.334850 -2.818197 -0.10 -0.40 0.00
C 5.342435 4.896848 -2.297288 -0.42 0.45 0.03
N 6.376895 3.867969 -2.124264 0.35 0.14 -0.16
C 6.254460 2.687347 -1.425671 -0.10 0.22 -0.16
C 7.462389 2.067932 -1.478443 0.18 0.23 -0.04
N 8.301325 2.896104 -2.187682 -0.05 0.04 -0.10
C 7.624698 3.974664 -2.577719 -0.26 -0.38 0.34
C 9.717302 2.661252 -2.466084 0.27 0.07 -0.18
H 3.603282 3.610766 -2.124124 0.01 0.06 0.04
H 3.315643 5.138364 -2.957124 0.15 0.02 -0.05
H 4.187296 3.833733 -3.775940 -0.03 0.13 -0.01
H 5.194713 5.385769 -1.331550 0.04 -0.04 -0.02
H 5.720620 5.645493 -2.996271 0.06 -0.12 0.01
H 5.312724 2.431269 -0.973862 0.09 -0.22 0.05
H 7.834656 1.137826 -1.086057 -0.20 -0.03 0.11
H 8.022701 4.798786 -3.147743 -0.05 -0.05 0.02
H 10.303283 3.470243 -2.032730 0.06 -0.14 -0.01
H 9.869258 2.631360 -3.544007 0.08 -0.06 0.09
H 10.033731 1.716711 -2.030135 -0.06 0.09 0.00
Br -2.490778 5.694709 4.408332 0.06 0.33 0.40
C -6.046512 -6.308816 -1.483739 -0.79 0.17 -0.18
C -6.817993 -5.068601 -1.485725 0.24 -0.10 0.02
N -7.413924 -4.090932 -1.487287 -0.05 -0.09 -0.13
H -6.659835 -7.167038 -1.190313 -0.01 0.04 0.09
H -5.628194 -6.530728 -2.475327 0.04 0.12 -0.07
H -5.216797 -6.255339 -0.789586 -6.43 3.11 -0.98
C 6.830306 2.477715 2.421866 0.01 0.05 0.16
C 6.536113 1.097051 2.041864 0.10 0.21 -0.08
N 6.304886 0.013349 1.736738 -0.02 0.11 -0.07
H 6.567951 3.176850 1.623873 -0.04 -0.18 -0.11
H 6.274238 2.779655 3.316342 0.12 -0.11 -0.01
H 7.890451 2.616630 2.637975 -0.05 -0.16 -0.01
O 14.875754 2.096083 -2.134332 -0.39 0.20 -0.06
S 13.606076 1.363448 -2.030790 0.23 -0.06 0.07
O 13.862022 -0.059143 -1.765209 -0.42 0.15 -0.06
O 12.866303 1.494253 -3.296880 0.16 -0.11 -0.06
O 12.809401 1.926748 -0.928918 0.16 -0.10 0.07
O 3.588874 6.020992 2.270317 2.07 -1.47 1.65
V 4.687238 5.241795 3.369079 -0.58 0.35 0.13
O 5.789474 4.457006 4.462351 -1.69 1.18 -1.81
Ca -3.880813 -6.914411 -0.624401 7.04 -3.24 1.15
C 4.757521 5.470281 -6.230644 0.68 -0.95 -0.05
O 4.266796 6.372442 -5.391667 0.05 -0.02 0.03
H 4.018053 4.847365 -6.782303 -0.46 0.30 -0.09
H 5.376520 5.856709 -7.071868 -0.18 0.50 -0.14
H 5.428604 4.691953 -5.802062 0.06 0.05 0.43
C 0.803330 -11.652853 0.797080 0.08 0.02 0.03
C 0.726726 -11.286006 -0.678980 0.12 -0.06 0.12
N 0.878551 -9.861511 -0.941350 -0.28 0.31 -0.11
C 0.555483 -9.494574 -2.315631 -0.17 -0.05 -0.03
C 1.442795 -10.048344 -3.431880 0.05 0.08 -0.22
C 2.076550 -9.234602 -0.395308 0.08 -0.04 0.35
C 3.433423 -9.787030 -0.834895 0.22 0.11 -0.05
H 0.055264 -11.109627 1.378859 0.06 0.04 -0.04
H 0.614025 -12.721264 0.920934 0.01 0.05 -0.04
H 1.789012 -11.449490 1.220064 -0.06 0.00 0.00
H -0.256843 -11.603484 -1.040280 0.05 0.17 -0.17
H 1.468393 -11.883259 -1.227590 -0.01 -0.10 0.00
H 0.528730 -8.402647 -2.398317 0.12 -0.02 0.15
H -0.474391 -9.814929 -2.513768 0.03 -0.12 0.12
H 2.397911 -9.527220 -3.487271 0.01 -0.08 0.03
H 0.949019 -9.905248 -4.396689 0.00 -0.01 0.04
H 1.634726 -11.116656 -3.321566 -0.01 0.04 0.03
H 2.024347 -9.292048 0.696281 -0.09 -0.11 -0.06
H 2.047174 -8.160792 -0.605488 -0.16 -0.09 -0.16
H 3.456094 -10.878019 -0.856866 -0.04 0.03 0.01
H 4.208014 -9.460852 -0.136301 -0.05 -0.01 -0.01
H 3.720876 -9.415272 -1.818127 0.00 -0.13 0.00